(1)
An isolated molecule of C4H3NO at a distorted geometry. Source: OMol25; level of theory: ωB97M-V/def2-TZVPD.

Properties
ΔE to the lowest compared entry with this formula, charge and spin, kcal per mole: 62.50
SMILES string: N#CC#CCO
LUMO level, eV: -0.286
Charge: 0

Cartesian coordinates (Å):
N1 -0.841 1.417 2.266
C1 0.162 0.999 1.859
C2 1.288 0.443 1.213
C3 0.870 -0.153 0.224
C4 0.125 -0.739 -0.881
O1 -0.591 0.224 -1.609
H1 0.851 -1.210 -1.544
H2 -0.527 -1.515 -0.457
H3 -1.337 0.533 -1.073

***

(2)
An isolated molecule of C4H7N3O at a distorted geometry. Source: OMol25; level of theory: ωB97M-V/def2-TZVPD.

Properties
ΔE to the lowest compared entry with this formula, charge and spin, kcal per mole: 137.18
SMILES string: C1=N\N=C/NOCC/1
LUMO level, eV: 0.714
Charge: 0

Cartesian coordinates (Å):
C1 1.238 -0.872 0.683
N1 1.846 0.162 0.416
N2 1.354 1.408 0.260
C2 0.542 1.756 -0.650
N3 -0.112 0.777 -1.421
O1 -1.280 0.359 -0.787
C3 -1.234 -0.253 0.500
C4 -0.287 -1.389 0.460
H1 1.877 -1.807 0.727
H2 0.355 2.811 -0.511
H3 -0.393 1.024 -2.278
H4 -2.232 -0.536 0.787
H5 -0.723 0.532 1.281
H6 -0.460 -2.168 1.181
H7 -0.488 -1.802 -0.647

***

(3)
C31H47CdGeN8O as an isolated structure. Source: OMol25; level of theory: ωB97M-V/def2-TZVPD.

Properties
<S²>: 0.755
LUMO level (alpha / beta), eV: -4.365 / -7.137
Charge: +2
Multiplicity: 2

Cartesian coordinates (Å):
Cd1 0.021 -0.365 0.966
C1 2.071 1.768 2.243
C2 0.780 2.299 2.851
N1 -0.438 1.617 2.344
C3 -1.331 1.109 3.412
C4 -0.735 -0.084 4.151
N2 -0.162 -1.094 3.235
C5 1.204 -1.549 3.577
C6 2.205 -0.415 3.433
N3 2.074 0.300 2.142
H1 2.905 2.137 2.840
H2 2.184 2.166 1.237
H3 0.733 3.362 2.637
H4 0.806 2.201 3.938
H5 -0.963 2.258 1.765
H6 -2.266 0.813 2.948
H7 -1.561 1.883 4.143
H8 -1.513 -0.521 4.772
H9 0.040 0.256 4.832
H10 -0.770 -1.898 3.190
H11 1.463 -2.341 2.877
H12 1.263 -1.955 4.587
H13 3.204 -0.824 3.555
H14 2.072 0.304 4.236
H15 2.823 0.024 1.527
C7 -1.936 -5.110 -1.396
C8 -0.729 -4.245 -1.665
N4 -0.796 -3.047 -0.830
C9 -1.941 -2.511 -0.334
N5 -1.863 -1.491 0.521
C10 -3.122 -0.978 1.070
C11 -4.230 -1.018 0.041
C12 -4.409 -2.447 -0.404
N6 -3.107 -3.051 -0.735
C13 -3.167 -4.258 -1.579
H16 -1.898 -5.491 -0.372
H17 -1.962 -5.960 -2.076
H18 -0.688 -3.978 -2.720
H19 0.191 -4.771 -1.427
H20 0.064 -2.741 -0.405
H21 -2.971 0.044 1.409
H22 -3.420 -1.563 1.946
H23 -3.953 -0.400 -0.812
H24 -5.163 -0.635 0.457
H25 -5.030 -2.498 -1.295
H26 -4.895 -3.040 0.370
H27 -3.272 -3.967 -2.627
H28 -4.065 -4.805 -1.301
N7 3.118 -3.824 -0.098
C14 2.795 -2.513 -0.102
N8 3.718 -1.638 -0.569
O1 1.683 -2.126 0.330
H29 4.029 -4.155 -0.364
H30 2.501 -4.467 0.362
H31 4.585 -1.946 -0.976
H32 3.435 -0.688 -0.745
C15 0.577 -1.022 -2.893
Ge1 0.361 0.429 -1.629
C16 -1.249 1.415 -2.074
C17 -1.381 1.824 -3.406
C18 -2.500 2.553 -3.801
C19 -3.487 2.878 -2.877
C20 -3.359 2.481 -1.551
C21 -2.245 1.748 -1.153
C22 1.920 1.556 -1.709
C23 3.015 1.074 -2.395
C24 4.210 1.827 -2.494
C25 4.294 3.044 -1.883
C26 3.188 3.588 -1.176
C27 3.268 4.870 -0.569
C28 2.198 5.400 0.089
C29 0.985 4.671 0.168
C30 0.886 3.431 -0.396
C31 1.985 2.846 -1.085
H33 0.865 -0.568 -3.846
H34 -0.386 -1.521 -3.010
H35 1.331 -1.757 -2.601
H36 -0.610 1.594 -4.140
H37 -2.595 2.873 -4.834
H38 -4.358 3.446 -3.192
H39 -4.127 2.741 -0.830
H40 -2.150 1.442 -0.114
H41 2.959 0.118 -2.912
H42 5.051 1.436 -3.056
H43 5.214 3.620 -1.936
H44 4.196 5.431 -0.653
H45 2.265 6.385 0.538
H46 0.124 5.116 0.660
H47 -0.054 2.895 -0.350

***

(4)
A 13-piece molecular cluster, C42H58O39 overall at a distorted geometry. Source: OMol25; level of theory: ωB97M-V/def2-TZVPD.

Properties
ΔE to the lowest compared entry with this formula, charge and spin, kcal per mole: 0.00
LUMO level, eV: -0.200
Charge: 0

Cartesian coordinates (Å):
C1 4.489 0.052 -0.584
C2 3.585 -0.970 -1.291
O1 3.966 -0.845 -2.657
C3 4.807 0.200 -2.828
O2 5.203 0.522 -3.845
O3 5.141 0.745 -1.650
H1 5.273 -0.410 0.014
H2 3.899 0.732 0.021
H3 2.564 -0.676 -1.064
H4 3.760 -2.000 -0.999
C4 -4.092 -1.389 0.027
C5 -4.569 -2.083 1.338
O4 -4.140 -3.424 1.133
C6 -4.082 -3.679 -0.198
O5 -4.007 -4.721 -0.728
O6 -4.125 -2.498 -0.886
H5 -3.071 -1.073 0.221
H6 -4.721 -0.571 -0.298
H7 -5.664 -2.098 1.335
H8 -4.206 -1.593 2.234
C7 1.842 -4.905 3.883
C8 0.696 -5.083 2.861
O7 1.262 -5.931 1.874
C9 2.274 -6.652 2.428
O8 2.800 -7.572 1.913
O9 2.649 -6.074 3.583
H9 1.616 -4.937 4.945
H10 2.399 -3.983 3.718
H11 0.484 -4.112 2.420
H12 -0.152 -5.584 3.330
C10 -0.977 -1.961 6.048
C11 -1.010 -3.100 5.027
O10 -0.665 -4.241 5.843
C12 -0.708 -3.952 7.152
O11 -0.630 -4.708 8.006
O12 -0.739 -2.620 7.310
H13 -1.899 -1.394 6.036
H14 -0.144 -1.270 5.881
H15 -0.250 -2.988 4.261
H16 -2.020 -3.285 4.669
C13 3.505 4.863 1.553
C14 3.882 4.571 0.098
O13 4.910 3.557 0.235
C15 4.838 3.015 1.464
O14 5.637 2.259 1.910
O15 3.917 3.654 2.223
H17 2.431 4.948 1.695
H18 4.023 5.761 1.888
H19 4.347 5.465 -0.323
H20 3.145 4.240 -0.629
C16 -0.304 6.106 -1.841
C17 0.608 5.618 -0.712
O16 0.415 6.594 0.303
C18 -0.681 7.327 0.016
O17 -1.105 8.135 0.714
O18 -1.172 7.020 -1.194
H21 -0.831 5.239 -2.256
H22 0.243 6.426 -2.733
H23 1.637 5.662 -1.074
H24 0.465 4.571 -0.455
C19 -2.889 2.898 4.635
C20 -2.713 2.113 5.950
O19 -2.328 0.785 5.506
C21 -2.475 0.704 4.160
O20 -2.436 -0.288 3.495
O21 -2.712 1.931 3.628
H25 -2.166 3.709 4.758
H26 -3.869 3.364 4.636
H27 -3.668 2.055 6.469
H28 -1.879 2.364 6.597
C22 -3.418 4.176 -4.827
C23 -4.443 3.121 -4.313
O22 -3.864 2.698 -3.058
C24 -2.941 3.599 -2.655
O23 -2.575 3.725 -1.558
O24 -2.534 4.354 -3.697
H29 -3.896 5.129 -5.043
H30 -2.853 3.783 -5.667
H31 -4.309 2.264 -4.975
H32 -5.457 3.480 -4.171
C25 -1.542 -1.450 -5.613
C26 -3.021 -1.780 -5.738
O25 -3.548 -1.434 -4.420
C27 -2.685 -0.639 -3.776
O26 -2.916 -0.051 -2.756
O27 -1.530 -0.535 -4.472
H33 -1.166 -0.892 -6.464
H34 -0.873 -2.223 -5.260
H35 -3.235 -2.839 -5.815
H36 -3.519 -1.125 -6.451
C28 3.473 0.558 3.282
C29 2.512 -0.155 4.304
O28 2.118 -1.365 3.654
C30 2.730 -1.462 2.453
O29 2.640 -2.414 1.762
O30 3.556 -0.446 2.237
H37 4.457 0.718 3.708
H38 3.046 1.504 2.961
H39 1.713 0.546 4.520
H40 3.113 -0.465 5.153
C31 1.574 0.715 -4.935
C32 0.910 1.929 -4.361
C33 0.926 1.957 -2.815
O31 1.627 3.160 -2.475
C34 2.036 3.800 -3.594
O32 2.691 4.800 -3.611
O33 1.714 3.101 -4.705
H41 1.616 0.706 -6.027
H42 1.021 -0.172 -4.619
H43 2.608 0.565 -4.619
H44 -0.091 2.174 -4.719
H45 1.358 1.050 -2.385
H46 -0.082 2.022 -2.388
C35 -0.479 -1.273 0.422
C36 -0.530 0.122 -0.144
C37 -1.589 1.054 0.442
O34 -0.903 2.306 0.610
C38 0.405 2.055 0.683
O35 1.209 2.842 0.950
O36 0.688 0.795 0.357
H47 0.463 -1.799 0.267
H48 -1.267 -1.821 -0.116
H49 -0.671 -1.434 1.488
H50 -0.496 0.104 -1.231
H51 -2.002 0.780 1.417
H52 -2.400 1.155 -0.281
C39 -0.967 -6.009 -3.020
C40 -0.414 -5.146 -1.903
C41 1.018 -5.423 -1.474
O37 1.662 -4.150 -1.651
C42 0.776 -3.216 -2.049
O38 1.039 -2.081 -2.193
O39 -0.427 -3.768 -2.252
H53 -0.891 -7.053 -2.723
H54 -0.296 -5.866 -3.883
H55 -1.954 -5.741 -3.377
H56 -1.105 -5.271 -1.060
H57 1.520 -6.168 -2.090
H58 1.056 -5.716 -0.438

***

(5)
An isolated ion of composition C7H5FO4S and charge -2 at a distorted geometry. Source: OMol25; level of theory: ωB97M-V/def2-TZVPD.

Properties
ΔE to the lowest compared entry with this formula, charge and spin, kcal per mole: 13.44
SMILES string: O=S(=O)=C/C=C\C=C\C(F)=C([O-])[O-]
LUMO level, eV: 5.950
Charge: -2

Cartesian coordinates (Å):
O1 -3.498 0.336 -1.577
S1 -3.255 0.881 -0.226
O2 -4.069 0.245 0.839
C1 -1.502 0.154 0.071
C2 -1.349 -1.051 0.697
C3 -0.056 -1.580 0.853
C4 1.040 -1.119 0.207
C5 0.954 -0.100 -0.763
C6 1.545 1.080 -0.779
F1 1.300 1.896 -1.839
C7 2.796 1.454 0.239
O3 3.614 0.502 0.247
O4 2.950 2.543 0.752
H1 -0.826 0.866 0.062
H2 -2.244 -1.654 0.941
H3 0.134 -2.496 1.430
H4 2.037 -1.481 0.396
H5 0.428 -0.474 -1.549

***

(6)
C4H39Br3O17P2 as an isolated structure. Source: OMol25; level of theory: ωB97M-V/def2-TZVPD.

Properties
LUMO level, eV: -0.198
Charge: 0

Cartesian coordinates (Å):
C1 -5.720 -3.251 -0.752
C2 -4.674 -3.325 -1.822
Br1 -5.320 -3.983 -3.474
C3 -3.405 -2.948 -1.670
Br2 -2.195 -2.979 -3.142
P1 -2.489 -2.348 -0.202
C4 -3.294 -3.014 1.319
P2 -2.923 -0.141 -0.023
O1 -4.078 -0.015 1.177
Br3 -4.146 0.186 -1.903
H1 -6.719 -3.306 -1.175
H2 -5.642 -2.309 -0.221
H3 -5.616 -4.068 -0.039
H4 -4.223 -2.501 1.558
H5 -2.615 -2.898 2.159
H6 -3.542 -4.065 1.178
H7 -4.160 0.922 1.395
O2 -4.186 -0.248 -5.482
H8 -4.084 -0.333 -4.528
H9 -3.739 -1.022 -5.838
O3 0.318 0.518 -0.192
H10 1.064 0.692 -0.787
H11 0.310 1.262 0.416
O4 -2.867 -2.335 4.447
H12 -3.270 -1.616 3.949
H13 -2.976 -2.078 5.372
O5 2.180 1.209 -2.315
H14 3.141 1.276 -2.388
H15 1.851 2.010 -2.733
O6 -2.704 -0.920 7.036
H16 -1.891 -0.708 6.560
H17 -2.756 -0.246 7.720
O7 5.018 2.230 -2.456
H18 5.783 2.399 -3.022
H19 5.026 2.994 -1.869
O8 -0.812 -4.838 3.191
H20 -1.051 -4.717 2.267
H21 -1.435 -4.287 3.681
O9 7.419 3.814 -2.497
H22 7.867 3.696 -1.646
H23 8.134 3.937 -3.128
O10 -6.587 -1.468 2.149
H24 -6.209 -1.642 3.017
H25 -5.830 -1.235 1.596
O11 9.182 2.850 -0.377
H26 9.116 2.855 0.585
H27 9.616 2.017 -0.603
O12 -0.038 -0.865 8.095
H28 -0.516 -1.701 8.139
H29 0.893 -1.106 8.085
O13 -6.050 2.601 -3.753
H30 -5.445 2.139 -4.347
H31 -5.811 2.285 -2.876
O14 9.945 -0.082 -0.709
H32 9.429 -0.893 -0.649
H33 10.864 -0.364 -0.703
O15 7.397 0.219 -2.253
H34 7.738 0.710 -1.499
H35 6.493 0.539 -2.350
O16 -6.699 5.131 -5.411
H36 -6.398 4.263 -5.115
H37 -6.028 5.739 -5.091
O17 9.783 4.934 1.495
H38 10.189 4.792 0.632
H39 9.521 5.859 1.502

***

(7)
An isolated molecule of C3H5NO2 at a distorted geometry. Source: OMol25; level of theory: ωB97M-V/def2-TZVPD.

Properties
ΔE to the lowest compared entry with this formula, charge and spin, kcal per mole: 47.69
SMILES string: C/N=C\OC=O
LUMO level, eV: 0.823
Charge: 0

Cartesian coordinates (Å):
C1 -1.032 -0.379 -0.637
N1 -1.126 0.929 0.001
C2 -0.083 1.371 0.544
O1 1.165 0.771 0.507
C3 1.336 -0.585 0.359
O2 1.070 -1.416 1.178
H1 -2.011 -0.814 -0.774
H2 -0.518 -1.097 -0.007
H3 -0.526 -0.304 -1.613
H4 -0.038 2.321 1.075
H5 1.763 -0.796 -0.633

***

(8)
A 2-piece molecular cluster, C5H11NO overall. Source: OMol25; level of theory: ωB97M-V/def2-TZVPD.

Properties
ΔE to the lowest compared entry with this formula, charge and spin, kcal per mole: 36.30
SMILES string: C=C(N)/C=C/C.O
LUMO level, eV: 0.958
Charge: 0

Cartesian coordinates (Å):
C1 -1.443 -1.517 -0.272
C2 -0.728 -0.540 -0.824
N1 -1.312 0.499 -1.581
C3 0.719 -0.357 -0.572
C4 1.242 -0.341 0.645
C5 2.663 -0.015 0.943
H1 -2.519 -1.534 -0.412
H2 -0.960 -2.298 0.298
H3 -0.691 0.940 -2.240
H4 -2.209 0.249 -1.970
H5 1.363 -0.147 -1.424
H6 0.593 -0.447 1.506
H7 3.240 0.331 0.091
H8 3.212 -0.840 1.396
H9 2.731 0.765 1.706
O1 -1.677 1.922 1.100
H10 -1.666 1.620 0.176
H11 -2.557 1.710 1.436

***

(9)
A 2-piece molecular cluster, CH5BrN2P overall at a distorted geometry. Source: OMol25; level of theory: ωB97M-V/def2-TZVPD.

Properties
ΔE to the lowest compared entry with this formula, charge and spin, kcal per mole: 75.72
LUMO level (alpha / beta), eV: -6.603 / -4.228
Charge: +1

Cartesian coordinates (Å):
C1 0.082 0.051 -0.379
N1 1.274 0.722 -0.565
N2 -0.054 -1.240 -0.449
P1 -1.296 1.191 -0.270
Br1 -2.887 -0.092 0.332
H1 2.181 0.332 -0.160
H2 1.149 1.765 -0.641
H3 0.767 -1.888 -0.620
H4 -0.941 -1.781 -0.260
H5 -0.276 0.940 3.011

***

(10)
C25H28N6O4S as an isolated structure. Source: OMol25; level of theory: ωB97M-V/def2-TZVPD.

Properties
ΔE to the lowest compared entry with this formula, charge and spin, kcal per mole: 7.55
LUMO level, eV: 0.275
Charge: 0

Cartesian coordinates (Å):
C1 4.214 1.228 -3.711
H1 4.412 2.100 -3.081
O1 3.759 0.137 -2.944
C2 2.645 0.297 -2.189
C3 1.838 1.431 -2.185
C4 0.741 1.494 -1.347
C5 0.432 0.449 -0.486
C6 1.215 -0.701 -0.526
C7 2.305 -0.778 -1.365
H2 2.929 -1.657 -1.380
H3 0.999 -1.531 0.129
C8 -0.745 0.603 0.450
N1 -0.595 1.660 1.438
C9 0.542 2.275 1.876
O2 0.484 3.311 2.518
C10 1.844 1.675 1.550
C11 2.408 0.457 1.903
N2 1.864 -0.529 2.640
H4 0.869 -0.563 2.802
H5 2.406 -1.382 2.679
C12 3.757 0.412 1.421
N3 4.186 1.503 0.817
S1 3.051 2.653 0.787
C13 4.607 -0.789 1.501
O3 4.221 -1.847 1.975
N4 5.838 -0.621 0.979
H6 6.489 -1.387 0.969
H7 6.084 0.272 0.587
C14 -1.863 2.200 1.905
C15 -2.587 2.932 0.810
C16 -3.890 2.619 0.446
C17 -4.488 3.318 -0.591
C18 -3.748 4.296 -1.237
N5 -2.505 4.602 -0.901
C19 -1.947 3.945 0.097
H8 -0.937 4.240 0.354
H9 -4.163 4.863 -2.059
H10 -5.502 3.104 -0.893
H11 -4.430 1.842 0.971
H12 -1.625 2.892 2.718
H13 -2.476 1.382 2.297
H14 -1.610 0.902 -0.167
C20 -1.128 -0.719 1.134
O4 -0.962 -0.917 2.322
N6 -1.692 -1.610 0.303
H15 -1.750 -1.398 -0.682
C21 -2.071 -2.949 0.707
C22 -1.273 -4.018 -0.064
H16 -0.356 -3.608 -0.486
H17 -1.003 -4.829 0.612
C23 -2.236 -4.534 -1.131
H18 -1.959 -5.520 -1.499
H19 -2.269 -3.848 -1.979
C24 -3.577 -4.533 -0.402
H20 -3.622 -5.382 0.280
H21 -4.426 -4.591 -1.080
C25 -3.555 -3.223 0.389
H22 -3.946 -2.409 -0.224
H23 -4.159 -3.280 1.292
H24 -1.868 -2.995 1.779
H25 0.130 2.386 -1.342
H26 2.057 2.274 -2.819
H27 3.498 1.496 -4.494
H28 5.142 0.895 -4.173

***

(11)
C3H6N2S as an isolated structure at a distorted geometry. Source: OMol25; level of theory: ωB97M-V/def2-TZVPD.

Properties
ΔE to the lowest compared entry with this formula, charge and spin, kcal per mole: 100.30
LUMO level, eV: -0.007
Charge: 0

Cartesian coordinates (Å):
C1 0.448 0.361 -0.053
C2 -0.482 -0.689 0.112
C3 -1.825 -0.838 -0.136
H1 0.703 2.172 0.068
H2 -0.857 1.627 0.249
H3 2.990 0.283 0.382
H4 2.006 -1.222 -0.181
H5 0.272 -1.547 -0.054
H6 -2.185 -1.843 -0.302
N1 0.088 1.508 -0.185
N2 1.756 -0.215 0.048
S1 -2.912 0.403 0.052

***

Question: What is the charge in the first record?
Answer: 0